No. 1
{"formula": "C3H7NOS2", "method": "the ωB97M-V functional and the def2-TZVPD basis", "total_charge": 0, "e_above_lowest_ev": 1.837, "lumo_energy_ev": 0.4, "smiles": "N[C@H](C=O)CSS", "homo_lumo_gap_ev": 8.9, "elements": ["N", "C", "C", "O", "C", "S", "S", "H", "H", "H", "H", "H", "H", "H"], "positions_angstrom": [[-2.14, -0.81, -0.45], [-1.07, 0.16, -0.86], [-1.13, 0.37, -2.37], [-0.70, -0.39, -3.19], [0.27, -0.30, -0.35], [0.30, -0.25, 1.46], [2.17, 0.65, 1.82], [-2.96, -0.24, -0.25], [-2.44, -1.28, -1.31], [-1.24, 1.18, -0.49], [-1.64, 1.32, -2.68], [1.06, 0.08, -1.00], [0.49, -1.35, -0.57], [2.02, 1.57, 0.86]]}

No. 2
{"formula": "C67H62O2P2RbS2", "method": "the ωB97M-V functional and the def2-TZVPD basis", "total_charge": 1, "lumo_energy_ev": -1.9, "homo_lumo_gap_ev": 7.7, "elements": ["Rb", "O", "S", "C", "C", "C", "C", "C", "C", "C", "C", "C", "C", "P", "C", "C", "C", "C", "C", "C", "C", "C", "C", "C", "C", "C", "C", "C", "C", "C", "C", "C", "C", "C", "C", "C", "C", "C", "P", "C", "C", "C", "C", "C", "C", "C", "C", "C", "C", "C", "C", "C", "C", "H", "H", "H", "H", "H", "H", "H", "H", "H", "H", "H", "H", "H", "H", "H", "H", "H", "H", "H", "H", "H", "H", "H", "H", "H", "H", "H", "H", "H", "H", "H", "H", "H", "H", "H", "H", "C", "C", "C", "C", "C", "C", "C", "C", "C", "C", "C", "C", "H", "H", "H", "H", "H", "H", "H", "H", "H", "H", "H", "H", "H", "H", "H", "H", "H", "H", "C", "S", "O", "C", "C", "C", "C", "C", "C", "H", "H", "H", "H", "H", "H", "H", "H"], "positions_angstrom": [[0.19, -0.80, -0.86], [0.64, 1.94, 1.84], [-0.64, 1.29, 1.47], [-1.46, 2.47, 0.37], [-2.83, 2.55, 0.31], [-3.50, 3.56, -0.41], [-2.74, 4.53, -1.02], [-3.11, 5.80, -1.73], [-1.76, 6.42, -2.17], [-0.71, 5.49, -1.64], [0.65, 5.52, -1.69], [1.36, 4.41, -1.21], [0.76, 3.32, -0.60], [1.79, 1.82, -0.33], [3.18, 2.53, 0.61], [4.38, 1.83, 0.62], [5.47, 2.33, 1.30], [5.37, 3.53, 2.00], [4.16, 4.20, 2.02], [3.07, 3.70, 1.34], [2.45, 1.88, -2.06], [3.74, 2.21, -2.47], [4.06, 2.21, -3.82], [3.11, 1.89, -4.77], [1.82, 1.57, -4.38], [1.50, 1.55, -3.03], [-0.64, 3.35, -0.39], [-1.34, 4.41, -0.99], [-1.60, 1.50, 2.99], [-2.20, 2.70, 3.31], [-2.85, 2.92, 4.54], [-2.83, 1.92, 5.47], [-3.40, 1.84, 6.86], [-2.86, 0.50, 7.43], [-2.14, -0.14, 6.28], [-1.48, -1.33, 6.18], [-0.88, -1.65, 4.95], [-0.91, -0.82, 3.84], [-0.10, -1.40, 2.30], [-0.15, -3.20, 2.65], [-1.40, -3.77, 2.44], [-1.62, -5.11, 2.69], [-0.57, -5.90, 3.14], [0.68, -5.35, 3.32], [0.90, -4.00, 3.08], [1.64, -0.98, 2.67], [2.61, -1.45, 1.79], [3.95, -1.19, 2.01], [4.33, -0.43, 3.11], [3.37, 0.07, 3.97], [2.03, -0.20, 3.75], [-1.55, 0.45, 3.94], [-2.16, 0.72, 5.17], [-3.42, 1.85, 0.89], [-4.57, 3.57, -0.43], [-3.66, 6.46, -1.07], [-3.75, 5.59, -2.59], [-1.64, 7.43, -1.76], [-1.69, 6.50, -3.25], [1.20, 6.35, -2.12], [2.43, 4.39, -1.33], [4.46, 0.89, 0.09], [6.41, 1.80, 1.29], [6.22, 3.93, 2.51], [4.07, 5.13, 2.57], [2.12, 4.23, 1.37], [4.50, 2.49, -1.75], [5.06, 2.46, -4.13], [3.37, 1.90, -5.82], [1.07, 1.33, -5.11], [0.49, 1.31, -2.72], [-2.18, 3.51, 2.59], [-3.32, 3.87, 4.73], [-4.49, 1.84, 6.82], [-3.10, 2.69, 7.47], [-3.66, -0.14, 7.81], [-2.16, 0.68, 8.25], [-1.39, -2.02, 7.01], [-0.37, -2.60, 4.88], [-2.21, -3.14, 2.10], [-2.60, -5.54, 2.54], [-0.74, -6.95, 3.34], [1.50, -5.97, 3.66], [1.88, -3.57, 3.25], [2.31, -2.05, 0.93], [4.69, -1.59, 1.34], [5.38, -0.24, 3.29], [3.67, 0.66, 4.82], [1.29, 0.21, 4.43], [0.50, -2.11, -5.08], [0.96, -2.70, -3.77], [2.23, -2.46, -3.22], [3.24, -1.59, -3.92], [2.61, -3.10, -2.03], [4.00, -2.84, -1.51], [1.71, -3.95, -1.38], [2.11, -4.77, -0.18], [0.42, -4.13, -1.89], [-0.58, -4.96, -1.12], [0.07, -3.56, -3.12], [-1.20, -3.96, -3.82], [0.64, -2.84, -5.87], [1.04, -1.20, -5.34], [-0.56, -1.86, -5.03], [2.90, -1.26, -4.89], [4.17, -2.13, -4.07], [3.46, -0.71, -3.32], [4.75, -3.28, -2.17], [4.15, -3.24, -0.51], [4.19, -1.77, -1.46], [3.18, -4.87, -0.09], [1.69, -5.77, -0.27], [1.73, -4.34, 0.74], [-0.54, -6.01, -1.42], [-1.59, -4.60, -1.27], [-0.38, -4.91, -0.05], [-0.98, -4.18, -4.86], [-1.95, -3.17, -3.81], [-1.63, -4.85, -3.38], [-4.01, -0.82, -0.66], [-2.80, -1.13, -2.00], [-1.84, -0.01, -1.90], [-3.98, -0.68, -3.30], [-4.72, -1.67, -3.91], [-5.69, -1.32, -4.84], [-5.90, 0.01, -5.15], [-5.14, 1.00, -4.54], [-4.17, 0.65, -3.61], [-4.37, 0.20, -0.77], [-3.50, -0.96, 0.29], [-4.83, -1.53, -0.77], [-4.55, -2.71, -3.67], [-6.27, -2.09, -5.33], [-6.67, 0.28, -5.86], [-5.31, 2.04, -4.79], [-3.56, 1.40, -3.13]]}

No. 3
{"formula": "C5H30N2O9", "method": "the ωB97M-V functional and the def2-TZVPD basis", "total_charge": 1, "multiplicity": 2, "e_above_lowest_ev": 3.554, "lumo_energy_ev": [-2.9, -8.1], "homo_lumo_gap_ev": [10.6, 5.4], "elements": ["N", "C", "C", "C", "C", "C", "N", "H", "H", "H", "H", "H", "H", "H", "H", "H", "H", "H", "H", "H", "H", "O", "H", "H", "O", "H", "H", "O", "H", "H", "O", "H", "H", "O", "H", "H", "O", "H", "H", "O", "H", "H", "O", "H", "H", "O"], "positions_angstrom": [[0.22, -0.65, -1.36], [1.26, 0.21, -0.92], [1.33, 1.48, -1.70], [2.49, 2.29, -1.11], [2.36, 3.34, -0.32], [0.70, 0.49, 0.60], [1.14, -0.60, 1.40], [0.15, -1.61, -1.03], [0.34, -0.68, -2.38], [2.26, -0.22, -0.85], [0.50, 2.19, -1.67], [1.62, 1.47, -2.76], [3.49, 1.91, -1.27], [1.45, 3.88, -0.06], [3.23, 3.79, 0.14], [-0.37, 0.56, 0.66], [1.11, 1.41, 1.01], [0.76, -1.50, 1.10], [2.16, -0.68, 1.32], [-3.72, -0.74, 3.70], [-2.20, -0.81, 3.27], [-3.05, -1.27, 3.26], [3.19, -1.66, -3.89], [3.49, -2.47, -2.73], [3.57, -1.53, -3.00], [-0.34, -0.70, 2.99], [0.19, -0.38, 4.37], [-0.55, -0.19, 3.78], [-0.59, 2.93, 2.26], [-1.40, 4.21, 2.03], [-0.66, 3.84, 2.54], [-3.04, -0.23, -2.04], [-1.82, -0.11, -1.05], [-2.77, -0.01, -1.15], [-3.09, -1.91, -0.61], [-3.82, -3.29, -0.36], [-3.01, -2.88, -0.66], [-2.36, 3.47, -0.39], [-0.85, 3.66, -0.77], [-1.63, 4.09, -0.41], [0.04, -3.72, 1.42], [-1.38, -3.20, 1.11], [-0.47, -3.18, 0.79], [-0.47, -3.81, -2.35], [0.24, -3.75, -1.01], [0.29, -3.41, -1.91]]}

No. 4
{"formula": "C3H5ClO4S", "method": "the ωB97M-V functional and the def2-TZVPD basis", "total_charge": 0, "e_above_lowest_ev": 0.000, "lumo_energy_ev": -0.6, "homo_lumo_gap_ev": 9.9, "elements": ["C", "C", "C", "O", "O", "O", "O", "S", "Cl", "H", "H", "H", "H", "H"], "positions_angstrom": [[0.62, -0.59, -1.13], [-1.08, 1.23, -1.13], [-0.52, 0.03, -0.35], [0.32, -2.44, 2.57], [2.38, -1.57, 1.88], [0.73, -0.39, -2.30], [-0.18, 0.32, 1.01], [1.18, -1.29, 2.60], [-0.68, 2.75, -0.13], [1.34, -1.04, -0.44], [-2.08, 1.11, -1.33], [-0.51, 1.32, -2.02], [-1.40, -0.69, -0.25], [-0.11, 1.25, 1.00]]}

No. 5
{"formula": "C2H6N2O", "method": "the ωB97M-V functional and the def2-TZVPD basis", "total_charge": 0, "e_above_lowest_ev": 3.499, "lumo_energy_ev": 0.8, "smiles": "CC(=O)NN", "homo_lumo_gap_ev": 10.3, "elements": ["C", "C", "O", "N", "N", "H", "H", "H", "H", "H", "H"], "positions_angstrom": [[0.10, -0.80, 1.27], [0.25, -0.57, -0.27], [0.99, -1.31, -0.88], [-0.39, 0.68, -0.64], [-0.78, 1.64, 0.30], [-0.87, -0.13, 1.74], [0.02, -2.05, 1.55], [1.05, -0.30, 1.72], [-0.09, 0.73, -1.60], [-0.18, 2.51, 0.00], [-1.68, 1.71, 0.01]]}

No. 6
{"formula": "C8H16O4Yb", "method": "the ωB97M-V functional and the def2-TZVPD basis", "total_charge": 2, "multiplicity": 3, "e_above_lowest_ev": 0.000, "lumo_energy_ev": [-8.0, -9.1], "homo_lumo_gap_ev": [7.8, 8.1], "elements": ["C", "C", "O", "C", "C", "O", "C", "H", "H", "H", "H", "H", "H", "H", "H", "H", "H", "O", "C", "C", "O", "C", "Yb", "H", "H", "H", "H", "H", "H"], "positions_angstrom": [[-0.49, 2.65, -1.14], [0.77, 2.23, -1.24], [1.25, 1.22, -0.45], [2.52, 0.64, -0.81], [2.98, -0.19, 0.36], [1.88, -1.00, 0.78], [2.25, -2.05, 1.68], [-1.11, 2.37, -0.28], [-0.86, 3.39, -1.85], [1.46, 2.55, -2.02], [3.25, 1.43, -1.02], [2.38, 0.02, -1.71], [3.30, 0.44, 1.20], [3.82, -0.83, 0.05], [1.32, -2.57, 1.97], [2.92, -2.75, 1.17], [2.74, -1.63, 2.57], [-1.99, 0.31, 1.41], [-3.09, 0.02, 0.61], [-2.83, -1.20, -0.26], [-1.54, -1.02, -0.91], [-1.52, -0.59, -2.20], [-0.11, -0.12, 0.74], [-3.35, 0.88, -0.05], [-4.00, -0.20, 1.21], [-3.59, -1.35, -1.03], [-2.73, -2.10, 0.35], [-1.07, -1.30, -2.89], [-2.35, 0.06, -2.51]]}

No. 7
{"formula": "C3H2N2O", "method": "the ωB97M-V functional and the def2-TZVPD basis", "total_charge": 0, "e_above_lowest_ev": 2.390, "lumo_energy_ev": 0.2, "homo_lumo_gap_ev": 8.0, "elements": ["C", "C", "C", "N", "N", "O", "H", "H"], "positions_angstrom": [[0.72, -0.20, 0.11], [-0.15, 1.01, 0.03], [-1.41, 0.77, 0.04], [0.49, -1.44, -0.02], [0.62, -2.57, 0.05], [-2.51, 0.37, 0.09], [1.80, 0.11, -0.21], [0.44, 1.95, -0.09]]}

No. 8
{"formula": "C4H9NO2", "method": "the ωB97M-V functional and the def2-TZVPD basis", "total_charge": 0, "e_above_lowest_ev": 3.031, "lumo_energy_ev": 0.6, "smiles": "C[C@@H](O)CNC=O", "homo_lumo_gap_ev": 9.8, "elements": ["C", "C", "O", "C", "N", "C", "O", "H", "H", "H", "H", "H", "H", "H", "H", "H"], "positions_angstrom": [[1.65, 0.06, 1.47], [0.67, -0.52, 0.35], [-0.16, -1.48, 0.88], [-0.35, 0.57, -0.11], [-1.32, 0.05, -1.03], [-1.85, 0.58, -2.16], [-1.50, 1.75, -2.19], [2.67, 0.42, 1.08], [1.89, -0.78, 2.01], [1.27, 0.88, 2.02], [1.30, -0.88, -0.36], [0.24, -2.22, 1.51], [-0.88, 1.07, 0.74], [0.42, 1.36, -0.69], [-1.53, -0.95, -0.62], [-2.51, 0.07, -2.88]]}